1.
20
Properties=species:S:1:pos:R:3 method="wB97M-V/def2-TZVPD" orbital_gap_ev=10.246 e_homo_ev=-9.5 lumo_ev=0.70
C 0.313 0.683 -3.089
N -1.007 0.351 -2.532
C -1.438 1.140 -1.437
O -2.269 0.365 -0.497
H 0.257 1.651 -3.580
H 0.665 -0.164 -3.671
H 0.996 0.792 -2.247
H -1.730 0.288 -3.229
H -0.625 1.477 -0.795
H -1.991 2.055 -1.696
H -2.760 -0.182 -1.121
H 2.891 -0.942 2.496
H 3.140 -1.007 3.986
O 3.515 -0.654 3.173
H -1.191 0.609 2.232
H -0.753 0.476 0.797
O -0.494 0.220 1.694
H 0.312 -2.453 2.594
H 1.034 -2.528 3.909
O 1.135 -2.176 3.013

***

2.
14
Properties=species:S:1:pos:R:3 method="wB97M-V/def2-TZVPD" orbital_gap_ev=10.853 e_homo_ev=-15.7 lumo_ev=-4.80 charge=+1
C -0.916 0.128 -1.277
C -1.305 -1.925 -0.143
C 0.860 0.138 1.329
N -0.450 -0.802 -0.493
N -0.187 1.143 -1.646
O -2.402 -1.933 -0.597
O 0.806 -0.599 0.134
H -1.886 -0.024 -1.827
H -0.788 -2.844 0.346
H 1.875 -0.116 1.685
H 0.192 -0.191 2.136
H 0.936 1.221 1.101
H -0.509 1.750 -2.313
H 0.800 1.338 -1.427

***

3.
46
Properties=species:S:1:pos:R:3 method="wB97M-V/def2-TZVPD" orbital_gap_ev="5.923 / 6.347" e_homo_ev="-11.7 / -11.8" lumo_ev="-5.82 / -5.46" multiplicity=2 charge=+1
Mn -2.330 1.752 0.386
Br -2.063 2.153 2.711
C -2.177 0.412 1.881
Br -3.360 0.518 -1.223
H -3.095 -0.076 2.190
H -1.296 -0.179 2.111
C -3.647 6.129 -1.020
C -2.314 5.759 -1.120
C -1.931 4.450 -0.841
C -2.904 3.539 -0.446
C -4.244 3.898 -0.339
C -4.608 5.208 -0.622
H -3.939 7.138 -1.278
H -1.563 6.475 -1.426
H -0.890 4.172 -0.949
H -5.016 3.189 -0.067
H -5.649 5.495 -0.544
C -0.075 -3.683 -1.393
C 0.365 -2.506 -2.264
C -0.033 -1.156 -1.681
N 0.721 -0.918 -0.451
C 0.835 0.219 0.186
S 0.094 1.667 -0.386
N 1.570 0.339 1.326
C 2.273 -0.587 2.162
O 2.332 -0.313 3.328
C 2.913 -1.785 1.565
C 3.712 -1.695 0.423
C 4.351 -2.824 -0.061
C 4.195 -4.043 0.587
C 3.423 -4.129 1.738
C 2.796 -3.000 2.237
H 0.145 -4.621 -1.901
H -1.151 -3.645 -1.213
H 0.436 -3.707 -0.427
H -0.104 -2.585 -3.245
H 1.446 -2.537 -2.418
H -1.100 -1.153 -1.454
H 0.162 -0.343 -2.379
H 1.210 -1.721 -0.079
H 1.450 1.227 1.795
H 3.860 -0.737 -0.064
H 4.977 -2.754 -0.940
H 4.690 -4.925 0.203
H 3.321 -5.073 2.255
H 2.211 -3.045 3.147

***

4.
95
Properties=species:S:1:pos:R:3 method="wB97M-V/def2-TZVPD" orbital_gap_ev="6.569 / 5.855" e_homo_ev="-6.7 / -6.7" lumo_ev="-0.09 / -0.80" multiplicity=2
Ru -0.616 -0.514 -0.150
O 3.613 -0.319 0.724
C 2.617 -0.171 0.037
N 1.351 0.083 0.514
C 1.236 0.507 1.810
O 2.066 0.937 2.583
C -0.245 0.349 2.284
C -0.476 0.947 3.691
C -1.275 2.208 3.692
C -1.753 2.757 2.576
C -1.673 2.037 1.307
N -1.060 0.928 1.194
C 2.803 -0.321 -1.470
C 4.078 -0.651 -1.924
C 4.280 -0.777 -3.287
C 3.216 -0.562 -4.150
C 1.988 -0.228 -3.600
N 1.784 -0.118 -2.293
H 0.525 1.236 4.034
H -1.404 2.708 4.646
H -2.271 3.707 2.586
H -2.194 2.411 0.431
H 4.870 -0.793 -1.204
H 5.259 -1.034 -3.674
H 3.334 -0.648 -5.222
H 1.125 -0.041 -4.234
C -4.045 -4.967 0.086
C -4.728 -4.115 -0.774
C -4.239 -2.849 -1.053
C -3.064 -2.419 -0.441
C -2.381 -3.268 0.422
C -2.864 -4.542 0.677
N -2.476 -1.136 -0.726
N -3.158 -0.421 -1.524
C -2.448 0.693 -1.929
C -3.095 1.654 -2.725
C -2.386 2.754 -3.139
C -1.037 2.878 -2.753
C -0.409 1.921 -1.986
C -1.090 0.764 -1.538
H -4.427 -5.961 0.282
H -5.644 -4.446 -1.247
H -4.755 -2.192 -1.737
H -1.463 -2.918 0.873
H -2.317 -5.196 1.347
H -4.135 1.511 -2.989
H -2.850 3.516 -3.750
H -0.481 3.753 -3.072
H 0.628 2.051 -1.704
N -0.511 -1.090 2.217
P -1.492 -1.479 3.407
C -3.278 -1.447 3.097
C -4.034 -2.614 3.007
C -5.358 -2.567 2.596
C -5.943 -1.352 2.274
C -5.202 -0.182 2.366
C -3.879 -0.231 2.771
C -0.977 -0.188 4.668
C 0.220 -0.775 5.361
C 0.225 -1.076 6.684
C -0.898 -0.825 7.499
C -2.020 -0.178 6.939
C -2.068 0.162 5.624
C -1.128 -3.118 4.035
C -0.062 -3.823 3.485
C 0.283 -5.064 3.999
C -0.424 -5.591 5.071
C -1.478 -4.881 5.632
C -1.835 -3.647 5.113
H -3.586 -3.573 3.224
H -5.923 -3.486 2.512
H -6.973 -1.317 1.943
H -5.650 0.769 2.109
H -3.314 0.689 2.815
H 1.097 -0.947 4.747
H 1.120 -1.502 7.122
H -0.879 -1.075 8.550
H -2.862 0.072 7.574
H -2.941 0.668 5.234
H 0.492 -3.380 2.667
H 1.110 -5.614 3.570
H -0.150 -6.557 5.475
H -2.021 -5.289 6.474
H -2.653 -3.091 5.555
I -0.417 -4.284 -4.841
C 0.254 -3.783 -2.944
C 1.236 -4.520 -2.304
C 1.651 -4.116 -1.046
C 1.074 -2.997 -0.477
N 0.124 -2.293 -1.098
C -0.275 -2.670 -2.313
H 1.675 -5.387 -2.781
H 2.426 -4.650 -0.514
H 1.371 -2.625 0.497
H -1.027 -2.051 -2.785

***

What did we get for energy above the lowest of the compared OMol25 structures with the same formula, charge and spin? Answer: 33.2; 56.3; 0.0; 64.5 kcal per mole, in the order shown.